# 1
Computed, not measured: a cluster of 8 separate species, C23H50N15O11P in total, with the ωB97M-V functional and the def2-TZVPD basis.

Geometry (Å):
C 5.029223 -0.505564 -0.206088
C 4.700181 0.088459 -1.667947
O 3.941749 1.324997 -1.656884
C 2.659013 1.142221 -1.015272
C 1.513500 2.130460 -1.547091
C 1.126310 1.804224 -3.094362
C -0.452086 2.117463 -3.259466
C -1.325299 0.794073 -3.521468
C -1.640046 -0.026831 -2.179243
C -2.509413 0.563163 -1.019868
P -3.235439 2.340268 -1.068334
C -2.320020 3.205398 0.376657
O -4.894910 2.330240 -0.623383
C -2.843130 -0.248595 0.293791
C -2.295922 -1.698890 0.486282
C -1.418719 -2.249421 -0.668736
C -1.076885 -1.464820 -1.987599
C -0.140368 -2.352527 -2.915605
O 0.501488 -2.097714 -3.953774
N -0.143799 -3.641780 -2.202304
C -0.676734 -3.645779 -0.842528
O -0.599158 -4.507099 0.063071
H 5.744008 0.174145 0.370545
H 4.082041 -0.715580 0.418629
H 5.528299 -1.534345 -0.370356
H 5.704312 0.325171 -2.177805
H 4.209907 -0.728179 -2.326658
H 2.245551 0.070407 -1.128379
H 2.780277 1.354030 0.117424
H 1.810436 3.233462 -1.408897
H 0.591793 1.953969 -0.896628
H 1.705844 2.557879 -3.736207
H 1.420125 0.743481 -3.400702
H -0.549683 2.768941 -4.207184
H -0.804432 2.709008 -2.351407
H -0.712446 0.131183 -4.241697
H -2.267688 1.090916 -4.093539
H -3.043326 3.176468 1.260106
H -1.415337 2.541190 0.661040
H -1.933533 4.242001 0.104976
H -4.974061 3.005223 0.103427
H -3.487575 0.236196 1.114985
H -2.478217 -2.324963 1.418692
H -0.405205 -4.476064 -2.742874
C 8.085278 -3.547605 -0.165070
O 7.278198 -2.716737 -0.552584
N 8.474619 -3.639470 1.130696
N 8.662150 -4.450463 -0.996568
H 9.135746 -4.314244 1.469561
H 8.067703 -2.985379 1.779414
H 8.398071 -4.413935 -1.967550
H 9.326925 -5.140651 -0.698179
C 5.876915 2.900773 1.973672
O 4.790562 2.347358 1.899930
N 6.503566 3.129142 3.156782
N 6.550160 3.333362 0.882933
H 7.395539 3.581573 3.238810
H 6.033334 2.820962 3.991859
H 6.116498 3.181961 -0.015182
H 7.442771 3.790124 0.921415
C 5.630643 4.599848 -3.144640
O 5.491099 5.004466 -2.000449
N 5.568258 3.285026 -3.468192
N 5.860343 5.432681 -4.191746
H 5.679828 2.934075 -4.401767
H 5.398599 2.631289 -2.715520
H 5.913309 6.417904 -3.991275
H 5.977704 5.121215 -5.138473
C -5.009006 2.455551 3.317408
O -4.567778 3.380778 2.643686
N -6.273661 2.435374 3.792171
N -4.262156 1.370297 3.643818
H -6.654273 1.686540 4.344646
H -6.859508 3.223691 3.570535
H -3.312465 1.348410 3.308675
H -4.602392 0.602447 4.193302
C -5.460391 -3.069324 -3.782820
O -6.544426 -3.626678 -3.860719
N -4.846745 -2.823740 -2.599387
N -4.774477 -2.646733 -4.875071
H -3.955233 -2.366990 -2.515005
H -5.323780 -3.122273 -1.764307
H -5.197209 -2.810763 -5.773918
H -3.882986 -2.186867 -4.832307
C -9.245861 0.031806 5.237654
O -8.803100 0.954577 4.567233
N -10.515317 0.017291 5.710393
N -8.506014 -1.056141 5.565550
H -10.898387 -0.729017 6.261364
H -11.097053 0.808579 5.487534
H -7.556705 -1.083352 5.232066
H -8.851408 -1.822626 6.113910
C -2.261291 -4.338565 3.569546
O -3.350932 -3.916409 3.201565
N -1.241645 -4.570298 2.711329
N -1.983721 -4.608988 4.870534
H -0.341560 -4.914288 2.992159
H -1.410501 -4.380524 1.731317
H -2.718616 -4.448541 5.539651
H -1.098545 -4.954813 5.192855

Forces on the atoms, in the same order (eV/Å):
-0.18 -0.73 -0.54
0.97 -0.72 0.43
-0.67 -1.39 0.03
-1.22 0.68 1.38
0.78 -0.77 -0.57
-0.27 1.34 1.05
0.70 -0.27 -1.10
0.44 -0.10 0.27
-0.30 -1.59 1.86
0.38 -3.26 2.01
0.28 0.65 -1.30
0.35 -1.42 0.63
1.87 0.42 1.19
2.36 -2.00 -2.68
1.21 2.03 -3.41
-0.31 2.38 -1.25
-2.07 1.88 2.76
-0.15 0.68 0.07
-2.51 -1.07 3.58
-0.36 -0.38 0.56
-1.19 1.09 1.60
0.13 2.13 -3.98
-1.15 -0.89 -0.78
1.43 0.62 -1.02
-0.68 1.85 0.29
-1.46 -0.21 0.74
0.38 1.33 1.07
0.84 1.41 -0.04
-0.07 -0.47 -1.71
-0.34 -1.68 -0.30
1.24 0.08 -0.72
-0.75 -1.31 0.76
-0.50 1.40 0.49
-0.16 -0.90 1.56
0.26 -0.78 -1.36
-1.00 0.86 1.31
0.97 -0.48 1.16
1.09 0.50 -0.96
-1.35 1.13 -0.46
-0.85 -1.40 0.30
-0.13 -0.99 -0.57
1.07 -0.85 -1.55
0.11 0.96 -1.38
0.86 0.42 0.24
-0.29 0.29 -0.15
0.28 -0.25 0.01
0.03 0.18 0.76
0.17 -0.37 -0.66
-0.06 0.05 -0.06
0.08 -0.12 -0.13
0.05 -0.01 0.19
-0.07 0.07 -0.01
-0.38 -0.14 -0.33
0.04 -0.01 0.16
0.15 -0.03 0.93
0.16 -0.08 -0.67
-0.10 -0.03 -0.05
0.09 0.08 -0.17
0.00 0.26 0.10
-0.12 0.01 0.00
-0.09 -0.21 0.30
0.11 0.01 0.02
0.11 -0.61 0.23
0.13 0.78 -0.41
-0.03 0.07 0.07
-0.29 0.11 -0.21
-0.02 -0.20 -0.05
-0.03 -0.01 0.11
-0.51 0.18 0.12
0.04 -0.02 -0.17
-0.10 0.30 0.04
0.74 -0.41 -0.12
-0.27 0.06 -0.15
0.02 -0.22 0.05
-0.14 0.00 0.17
0.00 0.08 -0.06
-0.49 -0.22 0.10
0.15 0.06 -0.04
0.19 -0.04 0.72
0.22 0.12 -0.81
-0.07 0.04 0.03
0.10 0.09 -0.14
0.08 0.04 0.18
-0.09 -0.01 0.04
0.03 0.18 -0.14
0.14 -0.05 0.13
-0.64 0.30 0.08
0.61 -0.34 0.05
0.06 0.05 -0.07
0.10 -0.16 0.04
-0.21 -0.09 0.04
0.02 0.07 -0.07
0.15 -0.06 -0.27
-0.01 0.16 0.05
-0.21 0.18 -0.28
-0.27 -0.01 0.88
-0.08 0.03 -0.04
0.32 -0.24 0.23
0.17 -0.06 -0.12
-0.07 0.03 -0.08

Calculated values
Frontier orbital gap (eV): 6.71
Strongest force on any atom (hartree/bohr): 0.0879
Charge: 0
Calculated total energy (eV): -78826.682
SMILES: CCOCCCCCc1c(P(C)O)ccc2c1C(=O)NC2=O.NC(N)=O.NC(N)=O.NC(N)=O.NC(N)=O.NC(N)=O.NC(N)=O.NC(N)=O
Lowest unoccupied orbital energy (eV): -1.11

# 2
Computed, not measured: a cluster of 8 separate species, C23H50N2O22S3 in total, with the ωB97M-V functional and the def2-TZVPD basis.

Geometry (Å):
C 0.718953 -0.978013 -0.143941
N -0.083738 -2.135535 -0.626617
C -1.443924 -2.083123 -0.040350
C -0.213693 -2.061408 -2.119913
C 0.553714 -3.401430 -0.276310
C 2.003545 -3.607557 -0.876889
O 2.433115 -4.982173 -0.640649
H 1.685945 -0.829464 -0.745259
H 0.766789 -1.028137 1.011680
H 0.214803 0.003879 -0.187250
H -1.840242 -0.837178 -0.154577
H -1.366330 -2.165540 1.077368
H -2.015651 -2.939663 -0.422803
H 0.620605 -1.764755 -2.776570
H -0.817734 -1.184083 -2.454176
H -0.670909 -2.826240 -2.568584
H -0.049590 -4.165858 -0.710929
H 0.451590 -3.739033 0.885347
H 2.644716 -3.077097 -0.321348
H 1.949390 -3.342453 -1.871104
H 2.466113 -5.193382 0.324570
N 3.130798 -3.614433 2.629495
O 3.028435 -4.764927 2.121197
O 3.768034 -3.429045 3.709382
O 2.779020 -2.531344 1.918463
O -1.495737 2.133787 4.035679
S -0.458193 1.666744 3.153762
O 0.911315 1.803989 3.482729
O -0.726883 0.115111 2.986577
C -0.566636 -0.661461 4.132777
C -1.016291 -2.132167 3.839543
C -0.668537 2.452488 1.555667
H -1.011471 -0.313328 5.043509
H 0.492131 -0.471297 4.638405
H -1.053067 -2.812421 4.761790
H -0.540868 -2.647696 3.090564
H -2.133231 -2.237061 3.170557
H -0.654658 3.411134 1.674154
H -1.610632 2.322943 1.108175
H -0.031709 2.236725 0.874943
O -6.272144 0.911477 0.517858
S -5.052982 1.002576 1.241124
O -3.887155 0.373483 0.721622
O -4.693689 2.622819 1.341156
C -4.503746 3.304677 0.042188
C -3.982814 4.713261 0.388775
C -5.178916 0.396841 2.957968
H -5.444311 3.325961 -0.555481
H -3.842383 2.832934 -0.536661
H -2.935700 4.898846 0.816863
H -4.652170 5.220210 0.962090
H -4.049397 5.396988 -0.355411
H -5.835747 1.011404 3.541694
H -4.126747 0.698758 3.308035
H -5.598064 -0.674244 3.022071
O -4.603069 2.779145 -5.301040
S -4.482528 3.053936 -3.890787
O -5.687133 3.674843 -3.287851
O -4.133031 1.620650 -3.034651
C -4.898080 0.520387 -3.309687
C -4.277093 -0.767302 -2.630438
C -3.249680 4.188258 -3.712202
H -5.150571 0.171666 -4.393982
H -5.799211 0.531056 -3.089993
H -4.690870 -1.549904 -3.165632
H -4.205527 -0.560772 -1.472597
H -3.128802 -0.477719 -2.809020
H -2.324029 4.118636 -4.319958
H -3.040831 4.409072 -2.629050
H -3.756280 5.119941 -4.032735
C 1.330910 3.995701 -3.911280
C 2.356026 3.073270 -3.243500
O 1.616311 2.163316 -2.440848
C 0.339478 2.481385 -2.475201
O -0.569076 1.875572 -1.985505
O 0.152006 3.494192 -3.301077
H 1.328456 3.914997 -4.955714
H 1.687479 4.849634 -3.376163
H 3.489333 3.390990 -2.794964
H 2.848301 2.550896 -4.152348
C 5.994362 -3.193037 0.517641
C 6.076714 -4.638356 0.574592
O 7.245567 -4.802378 -0.187537
C 7.716763 -3.731310 -0.847364
O 8.632515 -3.697214 -1.744674
O 6.905692 -2.709398 -0.499803
H 6.132141 -2.647487 1.519442
H 5.064762 -2.839080 0.061216
H 5.246451 -5.177481 0.115949
H 6.257881 -5.123142 1.368156
C 4.581173 0.242587 3.135567
C 3.309397 0.642712 2.203910
O 3.889743 0.667914 0.909319
C 5.142454 0.777932 0.971539
O 5.953955 0.994370 0.006249
O 5.550974 0.640781 2.235482
H 4.664750 -0.813621 3.373485
H 4.683923 1.027392 3.779437
H 2.965280 1.571254 2.488893
H 2.739693 -0.039770 2.031769

Forces on the atoms, in the same order (eV/Å):
1.06 1.69 1.78
0.25 1.30 -1.00
-0.98 3.70 1.42
0.65 4.95 -0.61
1.29 -2.78 2.26
-2.62 -3.46 2.88
-1.02 0.44 -0.91
-1.26 -0.75 1.39
0.85 -0.68 -1.92
-0.50 -0.69 -1.00
0.62 -4.23 -0.19
0.17 -0.13 -1.13
-0.23 0.83 -0.13
0.85 -0.76 1.31
-0.25 -0.39 1.23
-1.68 -3.60 -0.96
-0.58 -0.59 -0.74
0.71 1.73 -2.52
2.32 2.73 1.66
0.42 -0.05 -2.31
0.10 1.00 -0.53
2.06 2.14 -0.61
-0.54 1.27 0.72
-1.75 -0.53 -1.88
0.13 -2.73 1.67
0.56 0.18 -0.44
-1.41 0.74 0.27
0.95 0.43 0.52
-0.50 0.50 -1.90
2.34 -1.94 2.51
-3.80 0.48 0.47
-3.96 -4.13 3.37
-1.88 0.61 -0.11
-1.12 -1.28 -2.02
-0.09 1.30 -1.31
2.48 -0.93 -1.42
2.49 0.98 2.72
0.51 5.89 1.63
-1.64 -0.91 -0.15
4.83 -2.02 -4.12
-0.63 -0.33 -0.09
-0.18 1.59 0.26
1.00 -0.65 -0.48
-0.27 -1.55 0.19
-2.33 2.53 2.16
2.18 -2.09 1.00
1.11 0.78 -0.14
0.39 0.17 0.81
2.82 -2.36 -1.97
-1.45 -1.07 -0.40
-1.96 0.84 2.75
0.15 1.43 -3.53
-0.58 0.49 0.02
-1.38 -1.39 -0.12
1.35 1.61 -0.52
0.58 -0.59 0.77
-5.04 -1.15 -0.44
2.49 -1.50 -0.29
1.12 3.75 -0.98
5.41 -4.71 -3.75
4.02 6.16 2.00
2.33 2.39 1.62
1.83 1.28 0.75
-8.45 1.41 3.45
-0.36 -2.18 -0.09
-1.21 -1.34 -2.07
-2.02 -1.66 -0.33
-0.71 -0.66 0.55
0.06 -0.59 -0.98
-0.01 -0.62 -0.08
1.48 -0.75 4.17
5.34 -2.12 -2.68
1.39 -0.19 0.64
-0.69 -0.75 -0.95
0.24 0.00 0.72
-1.62 1.71 -0.95
-0.24 0.36 -1.23
-1.04 1.99 -0.94
-3.86 -0.05 -0.21
-0.97 -0.29 1.53
-1.91 4.36 1.00
-0.84 1.48 -6.21
2.97 -2.15 -1.81
1.67 0.27 -3.38
-4.14 -0.30 4.60
1.22 -0.30 0.35
0.13 -0.72 -1.54
-0.31 -0.18 0.83
-0.10 0.29 -0.46
1.17 -2.74 6.67
-2.78 -0.05 -3.31
7.98 3.95 2.23
-2.55 0.70 -1.67
6.69 0.96 -3.33
-3.53 -0.82 3.75
3.27 -0.09 -1.54
-0.17 0.13 0.52
-0.27 0.90 3.26
-1.02 1.80 0.30
-7.63 -7.70 -0.31

Calculated values
Frontier orbital gap (eV): 8.54
Energy above the lowest of the compared OMol25 structures with the same formula, charge and spin (kcal per mole): 86.6
Strongest force on any atom (hartree/bohr): 0.2110
Charge: 0
Calculated total energy (eV): -105173.586
Lowest unoccupied orbital energy (eV): -0.39

# 3
Computed, not measured: a structure of composition C23H50N2O2P2Re, with the ωB97M-V functional and the def2-TZVPD basis.

Geometry (Å):
Re -0.234202 -0.079832 0.060734
C 0.970172 0.763498 1.304006
O 1.659163 1.097646 2.207929
C -2.076953 0.486926 0.215576
O -3.174004 0.864007 0.528642
P 0.167379 2.123864 -1.051126
C -0.133899 2.021711 -2.935135
H -0.342363 3.034133 -3.314103
C -1.054484 3.482804 -0.590100
H -1.983216 2.881784 -0.535912
C 1.872177 2.996527 -0.992623
H 2.519707 2.173043 -1.323240
C 1.555814 -2.918913 1.173788
P -0.117163 -2.402792 0.363678
H -0.128080 -4.181993 -1.195719
H 2.291099 -2.502089 0.455718
C -1.474059 -3.447542 1.231988
H -1.266462 -4.462424 0.865645
C -0.792645 4.148620 0.775244
H -1.743418 4.648608 1.047096
H 0.003149 4.921260 0.726197
H -0.539019 3.404410 1.554185
C -1.326257 4.549925 -1.660805
H -0.460828 5.206544 -1.821338
H -2.157219 5.180933 -1.305391
H -1.644582 4.144524 -2.632719
C 1.933118 4.129131 -2.013467
H 1.505043 3.938962 -3.000911
H 2.987212 4.410223 -2.193284
H 1.419744 5.015561 -1.620904
C 2.478285 3.527168 0.308788
H 3.433909 4.035995 0.060389
H 2.690224 2.721222 1.017032
H 1.863723 4.276971 0.836172
C 1.189112 1.532303 -3.560788
H 1.759912 2.418468 -4.000046
H 0.967124 0.776573 -4.379735
H 1.905941 1.057952 -2.784324
C -1.372257 1.184047 -3.238611
H -1.536250 0.401991 -2.462737
H -1.268978 0.691894 -4.233088
H -2.289621 1.815995 -3.269986
C 1.685012 -4.453445 1.223842
H 1.529427 -4.942981 0.250826
H 0.971966 -4.909442 1.941154
H 2.691549 -4.753397 1.564205
C 1.918006 -2.297744 2.531452
H 1.196245 -2.552072 3.328196
C -1.122371 -2.830311 -2.395269
H 2.012339 -1.204389 2.446508
H 2.913276 -2.669151 2.855610
C 1.490639 -2.957766 -1.859893
H -1.288950 -1.754787 -2.633189
H -0.945481 -3.335295 -3.364891
H -2.082665 -3.261537 -2.016514
C 0.049853 -3.124575 -1.395472
H 1.519998 -3.161467 -2.935324
H 2.204427 -3.564736 -1.297985
H 1.874135 -1.955094 -1.662814
C -2.916907 -3.036439 0.830188
H -3.019785 -1.955043 0.604244
H -3.566934 -3.274267 1.724921
H -3.287352 -3.638861 -0.049852
C -1.462187 -3.614687 2.781125
H -1.783892 -2.666710 3.239199
H -0.508219 -3.986677 3.210233
H -2.259960 -4.344870 3.037437
H 0.964216 -0.392431 -1.573961
H 0.465359 -0.715632 -2.059843
C -1.800629 0.760151 5.246544
N -0.870268 -0.114131 4.558943
C 0.328953 -0.528685 5.294111
C -0.951717 -0.369816 3.304704
N -0.945901 -0.633409 2.141798
H -1.517774 0.707588 6.288996
H -2.824547 0.427678 5.086730
H -1.644190 1.771157 4.886949
H 0.586095 -1.618272 5.264930
H 1.229058 0.075368 5.034824
H 0.143927 -0.290766 6.342721

Forces on the atoms, in the same order (eV/Å):
-0.59 0.01 1.79
5.85 2.13 5.50
-3.81 -1.31 -4.46
-9.96 2.97 1.58
7.03 -2.32 -2.02
0.57 3.46 -2.04
0.78 -0.79 0.16
0.36 -0.29 0.67
-1.26 -0.53 0.96
0.15 0.44 0.20
0.83 -0.58 0.01
0.04 0.15 -0.04
0.92 0.51 -0.01
0.60 -4.60 -0.22
0.24 -0.23 0.41
-0.36 -0.30 0.26
-0.69 0.15 0.66
0.30 0.31 -0.50
-0.21 -0.02 -0.07
0.60 -0.20 0.10
-0.62 -0.54 0.00
-0.09 0.39 -0.14
0.36 0.19 -0.69
-0.46 -0.19 0.04
0.25 -0.28 0.10
0.00 0.20 0.46
-0.37 0.79 -0.60
0.11 0.04 0.39
-0.38 -0.26 0.27
0.40 -0.17 -0.01
-0.20 0.01 0.76
-0.51 -0.46 0.09
0.25 0.36 -0.17
0.29 -0.35 -0.41
1.09 -0.50 -0.56
-0.71 -1.60 0.39
0.50 0.93 0.94
-1.01 0.52 -1.52
-0.68 -0.23 -0.26
-0.10 0.15 -0.55
-0.17 0.29 0.71
0.55 -0.52 0.08
-0.74 -0.68 -0.09
0.04 0.17 0.30
0.40 0.31 -0.39
-0.26 0.45 -0.13
-0.23 0.25 0.21
0.35 0.07 -0.41
-0.22 0.25 0.21
0.00 -0.48 0.24
-0.59 0.10 -0.30
0.02 0.21 -0.20
0.11 -0.56 0.14
0.21 0.20 0.53
0.78 0.52 -0.20
-0.73 -0.28 0.13
0.36 -0.01 0.21
-0.32 -0.42 -0.48
0.14 -0.04 -0.49
-0.58 -0.58 -0.15
-0.05 -0.62 0.14
0.46 0.37 -1.26
0.30 0.78 0.96
0.43 0.31 -0.15
0.19 -0.44 0.12
-0.64 0.35 -0.26
0.54 0.29 -0.27
0.30 0.60 0.64
-0.91 0.03 0.33
-0.80 0.54 0.31
0.62 -0.97 -1.79
1.86 -0.56 1.15
0.49 0.24 -0.03
0.54 1.03 -0.87
-0.37 0.09 0.18
-0.03 0.09 0.09
-0.16 0.26 0.01
-0.58 0.92 -0.38
-0.70 -0.38 -0.22
-0.08 -0.16 -0.12

Calculated values
Frontier orbital gap (spin up / spin down) (eV): 6.82 / 4.24
Strongest force on any atom (hartree/bohr): 0.2044
Charge: +4
Calculated total energy (eV): -52395.094
Multiplicity: 4
⟨S²⟩: 3.778
Lowest unoccupied orbital energy (spin up / spin down) (eV): -14.97 / -17.36